A 2-piece molecular cluster, CH3IO2S overall at a distorted geometry. Source: the Open Molecules 2025 dataset; level of theory: ωB97M-V with the def2-TZVPD basis set.

Values from the calculation:
* orbital gap (spin up / spin down): 5.685 / 5.597 eV
* calculated total energy: -886.01886 a.u.
* total charge: 0

Element x y z (Å)
C (1.1265, -0.3132, 0.0658)
O (0.1102, -0.1896, -0.9152)
O (-0.2343, 1.0079, -1.2448)
S (-2.4536, 1.2089, 0.8525)
I (-2.4350, -1.0036, 0.1137)
H (1.4938, -1.2908, 0.0409)
H (0.5884, -0.0283, 1.0859)
H (1.8040, 0.6089, 0.0012)

Results of the Mulliken charge analysis, in e, for atoms 1 through 4: -0.472 0.060 -0.318 -0.250



C48H51BaCl5N5O3Se as an isolated structure. Source: the Open Molecules 2025 dataset; level of theory: ωB97M-V with the def2-TZVPD basis set.

Values from the calculation:
* orbital gap: 6.042 eV
* calculated total energy: -7087.32698 a.u.
* total charge: -1

Element x y z (Å)
Ba (0.2306, 0.0207, 0.4377)
C (7.4874, 0.8606, -3.3237)
C (7.3123, -0.5173, -2.6677)
C (8.5875, -0.8348, -1.8852)
C (7.1541, -1.5789, -3.7661)
C (6.0746, -0.5114, -1.7746)
C (4.8270, -0.2497, -2.3289)
C (3.6786, -0.2553, -1.5637)
Se (2.0392, 0.1554, -2.4857)
C (1.3769, -1.5885, -2.9881)
C (1.9773, -2.1643, -4.0896)
C (1.6096, -3.4234, -4.5512)
C (0.5959, -4.0627, -3.8494)
C (-0.0521, -3.5280, -2.7385)
C (0.3265, -2.2371, -2.2614)
O (-0.2272, -1.6794, -1.2414)
C (-1.1669, -4.3861, -2.1133)
C (-1.8585, -3.7903, -0.8816)
C (-0.5855, -5.7433, -1.6812)
C (-2.2642, -4.6238, -3.1665)
C (2.3126, -4.0241, -5.7658)
C (3.8164, -4.1561, -5.4843)
C (1.7742, -5.4122, -6.1173)
C (2.1094, -3.1139, -6.9865)
C (3.6932, -0.5269, -0.1592)
O (2.5949, -0.5588, 0.5136)
C (4.9776, -0.7724, 0.4141)
C (6.1021, -0.7564, -0.4091)
C (5.2303, -1.0517, 1.9062)
C (3.9869, -1.1002, 2.8023)
C (5.9342, -2.4111, 2.0576)
C (6.1418, 0.0514, 2.4704)
H (8.3837, 0.8791, -3.9504)
H (7.5804, 1.6371, -2.5625)
H (6.6315, 1.1107, -3.9514)
H (9.4426, -0.8474, -2.5649)
H (8.5276, -1.8124, -1.4032)
H (8.7815, -0.0847, -1.1160)
H (8.0238, -1.5823, -4.4296)
H (6.2674, -1.3919, -4.3725)
H (7.0507, -2.5723, -3.3258)
H (4.7396, -0.0391, -3.3889)
H (2.7647, -1.6155, -4.5951)
H (0.2805, -5.0425, -4.1838)
H (-1.1566, -3.6162, -0.0686)
H (-2.6188, -4.5011, -0.5404)
H (-2.3397, -2.8399, -1.1011)
H (0.1891, -5.5975, -0.9261)
H (-0.1415, -6.2868, -2.5156)
H (-1.3713, -6.3707, -1.2505)
H (-2.6839, -3.6703, -3.4932)
H (-3.0727, -5.2266, -2.7426)
H (-1.8821, -5.1425, -4.0466)
H (3.9882, -4.8159, -4.6322)
H (4.2633, -3.1898, -5.2481)
H (4.3379, -4.5678, -6.3535)
H (1.9162, -6.1150, -5.2942)
H (2.3048, -5.8037, -6.9884)
H (0.7100, -5.3794, -6.3596)
H (2.5335, -2.1238, -6.8151)
H (1.0455, -2.9897, -7.1970)
H (2.5915, -3.5398, -7.8714)
H (7.0607, -0.9491, 0.0557)
H (3.2939, -1.8745, 2.4804)
H (3.4529, -0.1526, 2.7991)
H (4.3118, -1.3180, 3.8252)
H (5.2983, -3.2099, 1.6716)
H (6.1398, -2.6143, 3.1125)
H (6.8811, -2.4471, 1.5186)
H (5.6586, 1.0254, 2.3745)
H (7.0970, 0.0978, 1.9461)
H (6.3451, -0.1288, 3.5300)
N (-2.0422, 2.1911, -3.4963)
C (-1.3554, 2.0158, -2.3487)
N (-1.7712, 1.3850, -1.3118)
C (-3.0194, 0.7856, -1.3407)
N (-3.5333, 0.0935, -0.3931)
N (-2.6816, -0.2539, 0.6441)
C (-3.1032, -0.0041, 1.8113)
C (-2.3701, -0.4896, 2.9985)
C (-3.0034, -0.4075, 4.2351)
C (-2.3626, -0.9020, 5.3585)
C (-1.1083, -1.4666, 5.2148)
C (-0.5476, -1.5021, 3.9440)
N (-1.1548, -1.0318, 2.8654)
C (-3.8488, 0.9580, -2.5563)
C (-5.1293, 0.4145, -2.6809)
C (-5.8529, 0.5805, -3.8430)
C (-5.3113, 1.2923, -4.9112)
C (-4.0480, 1.8363, -4.8141)
C (-3.3234, 1.6654, -3.6365)
H (-1.5977, 2.6661, -4.2628)
H (-0.3637, 2.4581, -2.3232)
H (-4.0278, 0.5345, 2.0186)
H (-3.9822, 0.0471, 4.3110)
H (-2.8382, -0.8428, 6.3289)
H (-0.5621, -1.8645, 6.0583)
H (0.4420, -1.9185, 3.7905)
H (-5.5261, -0.1409, -1.8435)
H (-6.8429, 0.1528, -3.9290)
H (-5.8804, 1.4174, -5.8229)
H (-3.6117, 2.3877, -5.6379)
Cl (0.4485, 7.8697, 2.1567)
C (0.1509, 6.1713, 2.0523)
C (1.1569, 5.2959, 1.6321)
Cl (2.7049, 5.9287, 1.2103)
C (0.9160, 3.9394, 1.5505)
Cl (2.1391, 2.8455, 1.0051)
C (-0.3447, 3.3530, 1.8858)
O (-0.5546, 2.1135, 1.8060)
C (-1.3394, 4.2871, 2.2993)
Cl (-2.8844, 3.6272, 2.6956)
C (-1.0983, 5.6468, 2.3801)
Cl (-2.3581, 6.7142, 2.8906)

Results of the Mulliken charge analysis, in e, for atoms 1 through 4: 1.584 -1.791 2.082 -2.201



Number 2 is which compound? C48H51BaCl5N5O3Se



Which formula does entry 2 have? C48H51BaCl5N5O3Se